Here is a structure of composition C26H31O10P2V from the Open Molecules 2025 dataset. Energies are from ωB97M-V with the def2-TZVPD basis set.

Computed properties:
Multiplicity   4
HOMO-LUMO gap (alpha / beta)   7.34 / 8.14 eV
Lowest unoccupied orbital energy (alpha / beta)   2.6553 / 2.6466 eV
HOMO energy (alpha / beta)   -4.69 / -5.49 eV
Net charge   -1

Each line ends with the Mulliken spin population.
Positions of all 70 atoms, in Å:
C  -0.85304  -2.73477  -0.65320  0.0247
C  -2.19060  -1.10173  -1.83237  -0.0051
P  2.89764  -0.98620  0.96181  -0.0017
H  -6.11226  3.23303  2.82991  0.0000
H  -0.77449  6.61776  0.36342  0.0000
C  0.12169  -1.44199  -2.45019  0.0243
H  2.01519  -0.46926  -2.82222  0.0007
C  -4.70429  0.16315  2.76537  0.0018
C  -1.82807  1.94584  -0.12226  0.0070
H  -0.38477  5.39318  4.44105  0.0000
H  -1.51973  4.35759  -0.24787  0.0014
H  -3.65453  -0.31273  -3.18493  0.0000
C  0.23407  -2.43809  -1.47546  -0.0246
O  1.51569  0.62589  3.60455  0.0015
H  -3.84936  -1.41146  0.21563  0.0005
H  -6.63761  0.87495  3.36226  0.0000
C  -1.26739  4.58192  0.77753  -0.0142
C  -3.15545  1.82674  1.98158  -0.0140
O  1.86896  2.13639  1.57983  0.0319
C  -1.05207  3.90361  3.06395  -0.0009
H  1.56433  -4.05069  -1.99677  0.0001
H  1.84561  -2.03276  -3.59360  0.0007
C  -3.20828  -2.28649  0.14051  -0.0023
H  -2.70884  -0.26273  2.10946  0.0056
P  2.47953  1.30606  2.69376  0.0481
O  3.51044  2.17739  3.53864  -0.0024
H  -3.83692  -3.13041  -0.15579  -0.0001
C  -1.18883  0.40097  -3.56268  -0.0139
H  -3.89954  3.83193  1.94393  0.0000
H  -1.14303  3.14841  3.83580  -0.0010
C  -1.36332  3.59156  1.74255  -0.0136
H  -4.34451  -1.04443  -1.75549  0.0000
H  -1.67425  -4.13330  0.78042  0.0000
H  -3.58985  0.55144  -1.65610  0.0003
H  -0.33600  1.65234  2.68596  0.0003
O  -0.78106  1.38746  -0.59733  0.1277
O  1.57476  -1.47925  1.75868  0.0261
C  -3.51576  -0.44088  -2.11229  0.0008
C  1.52752  -3.19171  -1.31780  0.0032
C  -4.12156  2.80262  2.18222  -0.0013
H  -0.08132  -3.51642  1.21466  0.0032
H  1.44294  -0.98365  2.58332  0.0095
O  3.42186  0.18700  2.00192  -0.0042
H  -0.20156  7.15182  2.70564  0.0000
C  -0.85332  5.85795  1.12748  0.0014
H  -1.92478  1.11928  -3.21231  0.0015
C  -5.36991  2.46248  2.67598  0.0002
O  -2.81307  2.29588  -0.75444  0.0092
C  1.30363  -1.12663  -3.32786  -0.0011
C  -3.45788  0.50308  2.27146  -0.0040
H  -4.92452  -0.87164  2.99034  0.0000
H  -0.24971  -4.71115  -0.05572  -0.0001
H  1.66822  -3.56822  -0.30818  0.0003
C  -0.71373  -3.82592  0.37907  -0.0105
H  2.39326  -2.56679  -1.52740  0.0009
C  -1.08246  -0.75900  -2.60761  -0.0076
V  0.73189  0.74173  0.49948  2.7348
H  4.13516  2.62316  2.96630  0.0004
C  -5.66443  1.14132  2.97390  0.0002
C  -1.79620  2.17502  1.41366  0.0372
C  -2.06131  -2.04515  -0.81187  0.0188
O  3.92979  -2.00005  0.76928  0.0019
O  2.34674  -0.21393  -0.23810  0.0088
H  -2.84575  -2.49542  1.14479  -0.0006
C  -0.53210  6.15786  2.43936  0.0000
H  0.99730  -0.64764  -4.25493  0.0013
C  -0.63301  5.17358  3.41198  0.0003
H  -1.46827  0.08851  -4.57300  0.0001
H  -0.24447  0.93475  -3.63247  -0.0016
O  -0.82807  1.26074  1.94342  -0.0116

Here is a structure of composition C28H21Br2CaGeNO5Se from the Open Molecules 2025 dataset. Energies are from ωB97M-V with the def2-TZVPD basis set.

Computed properties:
Multiplicity   2
HOMO-LUMO gap (alpha / beta)   7.02 / 6.71 eV
Lowest unoccupied orbital energy (alpha / beta)   2.2006 / 1.3092 eV
HOMO energy (alpha / beta)   -4.82 / -5.40 eV
Net charge   -1

Each line ends with the Mulliken spin population.
Positions of all 60 atoms, in Å:
O  2.03989  -1.62900  0.20670  0.0077
C  1.28422  3.77536  -4.32795  -0.0094
C  4.52378  0.34015  0.55572  0.0068
H  1.46117  -0.77911  -3.92053  0.0060
C  3.94251  1.30142  -0.27008  0.0323
C  5.50678  0.69973  1.46377  -0.0115
O  0.14309  -2.20179  -1.48524  0.0122
H  6.32132  -1.63741  -3.93202  -0.0001
H  3.90110  3.39708  -0.77090  0.0033
H  -1.31695  -3.23964  1.23865  -0.0004
C  0.54841  4.65168  -3.54269  0.0272
C  2.53587  -0.92549  -3.93874  0.0375
H  0.83959  3.09370  -0.55522  -0.0050
H  6.68336  2.29791  2.28190  0.0018
C  5.25785  -1.43250  -3.94485  -0.0074
H  2.44983  1.98222  -4.37610  0.0052
C  5.91612  2.02259  1.56860  0.0226
Se  1.40549  -2.95747  -0.64147  -0.0152
C  -2.34576  0.62011  1.85015  -0.0014
C  0.40390  4.40357  -2.18464  -0.0270
C  3.33789  -0.33310  -2.96686  0.0977
C  -1.49158  1.73796  1.46955  0.0052
C  -4.23311  -0.36401  2.97100  0.0004
H  2.43902  -2.21600  -5.64109  0.0000
H  5.64084  4.02651  0.84218  -0.0013
C  5.33421  2.99082  0.76287  -0.0096
C  -2.74140  -1.65539  1.60185  -0.0033
N  -2.00387  -0.59626  1.34215  -0.0113
C  4.35144  2.63053  -0.14928  0.0331
C  -3.88013  -1.56756  2.43556  0.0000
C  -3.46824  0.78683  2.68249  0.0006
C  -3.76716  2.08951  3.17006  -0.0002
Br  -0.84427  4.50246  1.55320  0.0002
H  -3.20562  4.14222  3.18413  0.0001
H  4.18570  -0.68846  0.48829  -0.0112
Br  -5.26365  2.37673  4.30161  0.0000
C  1.75359  2.40717  -2.38511  0.0362
H  5.35366  -0.17912  -2.22042  0.0003
Ca  0.14606  -0.48628  -0.04513  0.0236
H  -4.45340  -2.46230  2.63489  -0.0002
H  1.39784  3.95638  -5.38981  0.0002
C  1.87779  2.66077  -3.75282  0.0571
O  -0.48986  1.54105  0.70071  0.0801
H  4.87447  -2.66049  -5.66202  0.0017
H  0.08120  5.52122  -3.98881  0.0023
C  -2.98336  3.14778  2.82284  0.0001
H  -2.33933  -2.85869  -0.11527  -0.0005
H  -5.09951  -0.27951  3.61281  0.0001
C  -1.87091  2.97023  1.98326  -0.0019
O  0.72821  -3.93077  0.46629  0.0071
O  2.50295  -3.57639  -1.64310  0.0016
Ge  2.59907  0.82061  -1.59364  0.5843
H  -0.18458  5.06891  -1.56458  -0.0007
H  -3.01840  -3.75685  1.25305  0.0001
H  5.95297  -0.05477  2.09969  -0.0008
C  4.44730  -2.00373  -4.91425  0.0193
C  4.70557  -0.60632  -2.97752  0.0085
C  0.99711  3.28906  -1.61058  -0.0036
C  -2.33802  -2.95438  0.97245  0.0058
C  3.08380  -1.74973  -4.90702  -0.0059

Here is a cluster of 2 separate species, C9H14O in total from the Open Molecules 2025 dataset. Energies are from ωB97M-V with the def2-TZVPD basis set.

Computed properties:
Multiplicity   2
HOMO-LUMO gap (alpha / beta)   10.23 / 6.47 eV
Lowest unoccupied orbital energy (alpha / beta)   -3.9108 / -7.6355 eV
HOMO energy (alpha / beta)   -14.14 / -14.10 eV
Net charge   +1

Each line ends with the Mulliken spin population.
Positions of all 24 atoms, in Å:
H  -1.84894  0.72659  -1.70367  -0.0003
C  -1.46729  0.78105  0.48239  0.0084
H  0.77863  1.95382  -1.24816  -0.0020
H  -0.99902  1.25531  3.19409  0.0213
C  -0.01650  -1.09918  1.20881  0.0409
H  -0.47716  -0.48711  3.45826  -0.0021
H  -2.19063  0.06908  3.12319  0.0282
H  2.12275  1.78436  -2.22513  -0.0001
H  0.70934  -2.43939  -0.22804  -0.0028
H  2.46226  1.20853  0.82366  0.0017
H  3.60939  0.73828  -0.59904  -0.0001
O  -0.36233  -1.27755  -2.33627  0.1468
H  2.16659  2.86833  -0.79389  0.0005
C  -1.11888  0.19657  2.93879  0.0051
C  1.86330  1.88563  -1.15464  0.0060
H  0.54932  -1.63403  1.98105  -0.0020
H  0.48503  -1.57137  -2.69475  0.0009
C  -1.31156  0.34591  -0.85436  0.1466
C  0.20200  -1.51395  -0.09922  0.1127
H  -2.14789  1.60081  0.70565  0.0013
C  -0.53734  -0.83197  -1.11520  0.2615
C  -0.88487  -0.03265  1.41690  0.2220
C  2.55621  0.95019  -0.23697  0.0032
H  2.14273  -0.09293  -0.22216  0.0023

Here is a cluster of 7 separate species, C5H24N2O7 in total from the Open Molecules 2025 dataset. Energies are from ωB97M-V with the def2-TZVPD basis set.

Computed properties:
Multiplicity   1
HOMO-LUMO gap   9.06 eV
Lowest unoccupied orbital energy   0.3177 eV
SMILES   CNC(=O)[C@H](C)NC.O.O.O.O.O.O
HOMO energy   -8.74 eV

Each line ends with the natural charge from an NBO analysis.
Positions of all 38 atoms, in Å:
H  0.22685  1.02409  4.70996  0.1915
O  -0.47294  -0.19822  -0.04530  -0.7152
H  0.85097  -0.38553  5.32856  0.1633
H  -1.02742  -1.84807  -1.51513  0.5014
H  1.78021  1.89452  -4.76272  0.4726
N  0.96487  -0.06497  3.03222  -0.6477
C  -0.34525  0.12599  2.30426  -0.1341
H  -1.43030  1.25410  -3.57016  0.4893
H  2.88084  0.40882  -1.99816  0.5040
H  -2.82514  1.18369  -4.39278  0.4599
H  -1.05558  1.72852  1.09479  0.2048
C  -0.37305  1.57255  1.98634  -0.6104
H  2.13718  0.56442  4.66374  0.2055
H  -2.39897  2.28763  -2.45718  0.4948
O  -1.77170  1.65851  -2.14231  -0.9739
O  1.04594  2.05707  -4.22163  -0.9551
H  -1.28095  -2.72444  3.09429  0.2051
H  0.28952  0.90509  -2.87307  0.4827
N  -0.89663  -1.99372  1.16562  -0.6122
H  -1.16823  -0.12951  3.03177  0.1963
C  1.08366  0.26178  4.40243  -0.4215
H  0.27484  2.33438  -4.87763  0.4898
H  -1.60818  1.58433  -1.16775  0.5241
H  4.04497  -0.15401  -2.90653  0.4652
H  0.53863  2.07287  1.74441  0.2340
H  -0.63706  2.06368  2.90598  0.2130
O  -0.71053  -2.77116  -1.38876  -0.9534
C  -0.45914  -0.74199  1.05876  0.6898
O  0.82925  0.47747  -2.23492  -0.9794
H  -1.16319  -3.93445  1.77897  0.2203
O  -1.84770  1.09404  -4.47654  -0.9943
H  -1.11044  -2.47510  0.28141  0.4357
H  0.38825  0.61831  -1.39092  0.4841
H  1.50646  -0.86900  2.72495  0.3727
O  3.73050  0.01470  -2.05348  -0.9764
H  0.42905  -3.16674  2.40850  0.2048
C  -0.67813  -3.04899  2.20275  -0.4209
H  0.25850  -2.68068  -1.44473  0.4899